1.
This record from the OMol25 dataset describes a 2-piece molecular cluster, C4H11NO overall. The level of theory is the ωB97M-V functional and the def2-TZVPD basis.

CARTESIAN COORDINATES (ANGSTROEM)
C  -0.576  0.586  -0.942
C  -0.069  1.138  0.555
C  1.470  1.197  0.610
N  1.890  0.466  -0.656
C  0.670  -0.069  -1.407
H  -0.998  1.347  -1.609
H  -1.354  -0.132  -0.631
H  -0.563  2.088  0.893
H  -0.235  0.215  1.153
H  1.666  2.287  0.873
H  2.104  0.576  1.283
H  2.408  1.048  -1.217
H  0.776  0.116  -2.484
H  0.728  -1.184  -1.322
O  -2.601  -2.643  1.412
H  -3.622  -2.454  1.349
H  -2.294  -3.132  2.117

Values from the calculation:
Strongest force on any atom, eV/Å: 5.6
Lowest unoccupied orbital energy, Ha: 0.0311
Kohn-Sham gap, eV: 9.353
M, g/mol: 89.138
SMILES string: C1CCNC1.O

***

2.
This record from the OMol25 dataset describes C5H6O as an isolated structure. The level of theory is the ωB97M-V functional and the def2-TZVPD basis.

CARTESIAN COORDINATES (ANGSTROEM)
C  -0.125  1.600  0.284
C  0.135  0.163  0.696
C  -1.212  -0.880  -0.196
O  -2.328  -0.577  -0.272
C  1.163  -0.580  0.130
C  1.236  -1.578  -0.637
H  0.512  2.290  0.847
H  0.072  1.743  -0.784
H  -1.169  1.862  0.486
H  -0.060  -0.030  1.755
H  -0.152  -1.687  -0.727
H  1.894  -2.266  -1.139

Values from the calculation:
Strongest force on any atom, eV/Å: 1.1
Lowest unoccupied orbital energy, Ha: 0.0297
Kohn-Sham gap, eV: 10.174
M, g/mol: 82.102

***

3.
This record from the OMol25 dataset describes a 12-piece molecular cluster, C22H52Cl23O2P3SSi2 overall. The level of theory is the ωB97M-V functional and the def2-TZVPD basis.

CARTESIAN COORDINATES (ANGSTROEM)
C  1.945  5.510  0.167
C  1.415  4.209  0.729
O  0.198  3.802  0.087
Si  0.154  2.695  -1.104
Cl  -1.785  2.363  -1.526
O  0.970  1.382  -0.657
Si  1.284  -0.089  -1.447
C  2.499  0.130  -2.851
C  3.944  0.521  -2.412
C  4.606  1.536  -3.371
C  4.812  -0.745  -2.303
P  -0.437  -1.201  -2.267
C  -1.851  -1.093  -1.088
C  -0.999  -0.446  -3.856
P  2.298  -1.304  0.155
C  1.545  -2.972  0.025
C  1.588  -0.689  1.748
C  2.095  0.712  2.131
P  0.967  3.612  -3.040
S  0.020  3.101  -4.679
H  2.764  5.853  0.803
H  1.174  6.280  0.174
H  2.342  5.403  -0.844
H  1.182  4.331  1.788
H  2.160  3.410  0.669
H  2.543  -0.871  -3.302
H  2.105  0.777  -3.643
H  3.910  0.973  -1.413
H  4.677  2.537  -2.938
H  4.047  1.637  -4.303
H  5.628  1.241  -3.617
H  4.238  -1.618  -1.994
H  5.261  -0.968  -3.276
H  5.630  -0.619  -1.589
H  -1.634  -0.493  -0.204
H  -2.136  -2.099  -0.785
H  -2.707  -0.633  -1.588
H  -0.914  -1.191  -4.645
H  -0.405  0.425  -4.134
H  -2.043  -0.136  -3.788
H  2.089  -3.665  0.669
H  0.496  -2.970  0.333
H  1.580  -3.319  -1.006
H  0.494  -0.722  1.753
H  1.913  -1.420  2.494
H  1.310  1.460  2.033
H  2.933  1.020  1.498
H  2.451  0.733  3.162
H  2.342  3.345  -3.032
H  0.944  4.990  -2.765
Cl  -5.306  -3.261  -0.134
C  -5.204  -1.616  0.507
Cl  -3.909  -1.433  1.697
H  -4.996  -0.944  -0.317
H  -6.149  -1.375  0.979
Cl  -8.749  -0.971  1.184
C  -9.063  -0.031  -0.284
Cl  -7.809  -0.259  -1.510
H  -10.008  -0.350  -0.703
H  -9.084  1.017  -0.012
Cl  5.581  -4.327  -0.421
C  6.031  -3.693  1.171
Cl  5.357  -2.089  1.469
H  5.647  -4.372  1.923
H  7.110  -3.627  1.225
Cl  -0.114  -5.204  2.314
C  -0.057  -6.474  1.086
Cl  1.582  -6.759  0.483
H  -0.418  -7.392  1.532
H  -0.676  -6.165  0.253
Cl  -1.802  3.658  4.365
C  -2.539  3.671  2.755
Cl  -3.341  2.146  2.363
H  -3.279  4.461  2.729
H  -1.759  3.833  2.022
Cl  -13.549  1.182  0.285
C  -13.654  0.286  -1.234
Cl  -12.100  0.213  -2.078
H  -13.965  -0.727  -1.009
H  -14.365  0.787  -1.879
Cl  8.886  -4.491  2.992
C  9.101  -6.240  2.791
Cl  7.698  -6.987  2.025
H  9.967  -6.399  2.160
H  9.238  -6.668  3.776
Cl  -14.086  4.900  3.776
C  -13.944  4.662  2.031
Cl  -15.512  4.668  1.215
H  -13.349  5.470  1.624
H  -13.476  3.702  1.856
Cl  -5.472  1.848  -4.675
C  -4.415  3.216  -4.293
Cl  -5.306  4.735  -4.139
H  -3.919  3.017  -3.352
H  -3.695  3.320  -5.096
Cl  10.345  -5.788  6.369
C  10.275  -4.017  6.396
Cl  11.575  -3.310  7.358
H  10.367  -3.664  5.376
H  9.327  -3.727  6.832
Cl  5.860  1.568  1.139
C  7.543  1.483  0.593
Cl  8.265  -0.105  0.871
H  7.557  1.676  -0.473
H  8.117  2.221  1.138

Values from the calculation:
Strongest force on any atom, eV/Å: 0.7
Lowest unoccupied orbital energy, Ha: 0.0121
Kohn-Sham gap, eV: 7.958
M, g/mol: 1345.236
SMILES string: CCO[Si@](Cl)(O[Si@](CC(C)C)(P(C)C)P(C)CC)[PH2]=S.ClCCl.ClCCl.ClCCl.ClCCl.ClCCl.ClCCl.ClCCl.ClCCl.ClCCl.ClCCl.ClCCl

***

4.
This record from the OMol25 dataset describes an isolated ion of composition C5H12NOS and charge -1. The level of theory is the ωB97M-V functional and the def2-TZVPD basis.

CARTESIAN COORDINATES (ANGSTROEM)
C  -1.146  -0.480  2.026
N  -0.754  0.369  0.898
C  -0.462  -0.359  -0.379
C  -1.753  -0.281  -1.278
O  -2.871  -0.466  -0.506
C  0.705  0.467  -0.942
C  1.961  0.307  -0.103
S  3.581  0.395  -1.124
H  -1.635  -1.375  1.642
H  -1.881  0.011  2.669
H  -0.283  -0.719  2.662
H  -1.625  0.842  0.684
H  -0.135  -1.378  -0.157
H  -1.645  -0.984  -2.131
H  -1.823  0.762  -1.675
H  0.774  0.255  -2.020
H  0.467  1.536  -1.037
H  2.116  -0.722  0.186
H  2.086  1.094  0.626
H  4.324  0.726  -0.040

Values from the calculation:
Strongest force on any atom, eV/Å: 2.3
Lowest unoccupied orbital energy, Ha: 0.1087
Charge: -1
Kohn-Sham gap, eV: 5.560
M, g/mol: 134.224
SMILES string: CN[C@@H](C[O-])CCS

***

5.
This record from the OMol25 dataset describes one molecule with the formula C2H7NOS. The level of theory is the ωB97M-V functional and the def2-TZVPD basis.

CARTESIAN COORDINATES (ANGSTROEM)
C  -0.877  -0.355  -0.882
C  -0.537  0.027  0.570
O  -1.384  -0.810  1.445
S  1.262  -0.469  0.678
N  1.984  0.995  0.140
H  -0.308  0.378  -1.562
H  -0.647  -1.338  -1.086
H  -1.964  -0.286  -0.913
H  -0.738  1.045  0.842
H  -1.798  -1.452  0.796
H  2.743  1.284  0.810
H  2.263  0.979  -0.837

Values from the calculation:
Strongest force on any atom, eV/Å: 4.1
Lowest unoccupied orbital energy, Ha: 0.0271
Kohn-Sham gap, eV: 9.435
M, g/mol: 93.151
SMILES string: C[C@@H](O)SN

***

6.
This record from the OMol25 dataset describes one molecule with the formula C3H5N3. The level of theory is the ωB97M-V functional and the def2-TZVPD basis.

CARTESIAN COORDINATES (ANGSTROEM)
C  0.540  1.410  -0.122
C  0.471  -0.066  0.296
N  0.178  -0.951  -0.809
C  -0.884  -1.546  -0.448
N  -1.370  -1.160  0.860
N  -0.586  -0.296  1.296
H  -0.016  2.029  0.583
H  0.107  1.526  -1.117
H  1.569  1.768  -0.154
H  1.406  -0.386  0.774
H  -1.428  -2.287  -1.024

Values from the calculation:
Strongest force on any atom, eV/Å: 0.4
Lowest unoccupied orbital energy, Ha: -0.0032
Kohn-Sham gap, eV: 10.062
M, g/mol: 83.094
SMILES string: C[C@@H]1N=CN=N1

***

7.
This record from the OMol25 dataset describes one molecule with the formula C3H3IN2S. The level of theory is the ωB97M-V functional and the def2-TZVPD basis.

CARTESIAN COORDINATES (ANGSTROEM)
C  -1.127  -1.632  -0.059
C  -1.472  -0.391  -0.027
C  0.907  0.475  0.069
N  1.407  -0.625  0.061
N  1.356  1.748  0.025
S  0.596  -2.084  0.124
I  -3.253  0.604  0.028
H  -1.477  -2.649  -0.260
H  0.871  2.472  0.464
H  2.192  2.081  -0.426

Values from the calculation:
Strongest force on any atom, eV/Å: 5.9
Expectation value of S²: 2.02
Spin multiplicity: 3
Lowest unoccupied orbital energy (alpha / beta), Ha: 0.0204 / -0.0984
Kohn-Sham gap (alpha / beta), eV: 6.504 / 4.814
M, g/mol: 226.042

***

8.
This record from the OMol25 dataset describes one molecule with the formula C24H30N2O6. The level of theory is the ωB97M-V functional and the def2-TZVPD basis.

CARTESIAN COORDINATES (ANGSTROEM)
O  0.130  1.706  3.467
C  -0.241  2.423  2.567
O  -1.537  2.655  2.264
C  -2.487  1.868  2.986
C  -2.636  0.502  2.367
C  -3.095  0.386  1.060
C  -3.215  -0.858  0.468
C  -2.883  -1.998  1.181
C  -2.414  -1.888  2.480
C  -2.285  -0.642  3.069
N  0.593  3.131  1.766
C  0.096  3.859  0.620
C  -0.509  2.950  -0.473
O  -0.359  3.526  -1.752
C  0.831  3.187  -2.426
C  0.716  1.862  -3.203
N  1.068  0.684  -2.435
C  0.107  -0.237  -2.175
O  -1.062  -0.110  -2.450
O  0.623  -1.333  -1.571
C  -0.312  -2.351  -1.233
C  0.348  -3.700  -1.189
C  1.727  -3.837  -1.139
C  2.303  -5.095  -1.080
C  1.506  -6.226  -1.064
C  0.128  -6.095  -1.110
C  -0.448  -4.840  -1.174
C  2.461  0.445  -2.122
C  2.760  0.414  -0.620
O  2.456  1.659  -0.036
C  2.527  1.623  1.372
C  2.015  2.940  1.957
H  -2.169  1.784  4.030
H  -3.422  2.431  2.922
H  -3.355  1.275  0.506
H  -3.561  -0.933  -0.552
H  -2.988  -2.973  0.727
H  -2.144  -2.775  3.034
H  -1.904  -0.555  4.076
H  0.932  4.408  0.185
H  -0.655  4.580  0.952
H  -0.036  1.965  -0.426
H  -1.581  2.828  -0.315
H  1.678  3.140  -1.732
H  0.994  3.997  -3.144
H  -0.322  1.738  -3.520
H  1.359  1.905  -4.089
H  -0.744  -2.115  -0.249
H  -1.130  -2.340  -1.964
H  2.347  -2.954  -1.149
H  3.379  -5.191  -1.045
H  1.956  -7.207  -1.017
H  -0.499  -6.974  -1.099
H  -1.523  -4.739  -1.215
H  2.775  -0.515  -2.545
H  3.042  1.246  -2.581
H  3.827  0.180  -0.477
H  2.170  -0.377  -0.140
H  3.568  1.462  1.692
H  1.915  0.799  1.765
H  2.210  2.923  3.032
H  2.543  3.777  1.500

Values from the calculation:
Strongest force on any atom, eV/Å: 0.6
Lowest unoccupied orbital energy, Ha: 0.0275
Kohn-Sham gap, eV: 9.580
M, g/mol: 442.512
SMILES string: O=C(OCc1ccccc1)N1CCOCCN(C(=O)OCc2ccccc2)CCOCC1

***

9.
This record from the OMol25 dataset describes one molecule with the formula C3H4N2O3. The level of theory is the ωB97M-V functional and the def2-TZVPD basis.

CARTESIAN COORDINATES (ANGSTROEM)
H  -2.431  0.876  0.141
N  -1.610  1.665  -0.125
C  -0.656  0.912  0.136
O  0.711  1.208  -0.185
C  1.395  0.067  -0.357
O  2.880  0.033  0.141
C  0.534  -1.019  -0.362
N  -0.635  -0.572  0.225
O  -2.013  -0.888  -0.235
H  3.321  0.833  -0.136
H  1.068  -2.056  0.210
H  -2.565  -1.061  0.547

Values from the calculation:
Strongest force on any atom, eV/Å: 5.7
Lowest unoccupied orbital energy, Ha: 0.0058
Kohn-Sham gap, eV: 9.012
M, g/mol: 116.076
SMILES string: [H]/N=c1/oc(O)cn1O

***

10.
This record from the OMol25 dataset describes one molecule with the formula C6H6Cl2. The level of theory is the ωB97M-V functional and the def2-TZVPD basis.

CARTESIAN COORDINATES (ANGSTROEM)
C  1.480  1.457  0.304
C  1.203  0.301  0.883
C  0.890  -1.016  0.177
Cl  2.262  -1.998  -0.073
C  -0.260  -1.397  -0.309
C  -1.485  -0.600  -0.249
C  -1.726  0.569  -0.817
Cl  -2.831  -1.422  0.521
H  1.512  1.648  -0.768
H  1.637  2.352  0.901
H  1.287  0.268  1.989
H  -0.389  -2.420  -0.662
H  -2.630  1.087  -0.582
H  -0.951  1.171  -1.314

Values from the calculation:
Strongest force on any atom, eV/Å: 2.6
Lowest unoccupied orbital energy, Ha: 0.0260
Kohn-Sham gap, eV: 10.086
M, g/mol: 149.020
SMILES string: C=C/C(Cl)=C\C(=C)Cl

***

11.
This record from the OMol25 dataset describes a 2-piece molecular cluster, C31H24IO4 overall. The level of theory is the ωB97M-V functional and the def2-TZVPD basis.

CARTESIAN COORDINATES (ANGSTROEM)
C  -0.500  -0.143  1.391
C  -1.839  -0.026  2.188
C  -2.771  0.878  1.692
C  -4.093  0.845  2.151
C  -4.448  -0.080  3.136
C  -3.476  -0.899  3.713
C  -2.155  -0.855  3.257
C  0.413  -1.322  1.845
C  1.677  -0.852  2.228
C  2.629  -1.713  2.769
C  2.270  -3.036  3.017
C  1.032  -3.513  2.561
C  0.104  -2.657  1.938
C  1.712  0.603  2.078
C  0.447  1.057  1.658
C  0.170  2.404  1.544
C  1.213  3.315  1.809
C  2.480  2.854  2.198
C  2.767  1.489  2.298
H  -2.472  1.637  0.957
H  -4.817  1.517  1.687
H  -5.494  -0.146  3.446
H  -3.734  -1.624  4.485
H  -1.381  -1.487  3.708
H  3.608  -1.293  2.997
H  2.973  -3.711  3.510
H  0.774  -4.563  2.678
H  -0.848  -3.005  1.529
H  -0.816  2.763  1.258
H  1.021  4.389  1.710
H  3.272  3.578  2.397
H  3.762  1.112  2.556
C  -2.040  2.297  -1.471
C  -2.191  0.903  -2.062
C  -3.053  0.930  -3.333
O  -0.839  0.362  -2.294
C  -0.097  0.236  -1.102
O  1.089  0.505  -1.101
C  -0.849  -0.232  0.044
I  1.968  -3.508  -0.952
C  3.589  -2.283  -1.423
C  4.538  -2.721  -2.360
C  5.501  -1.822  -2.829
C  5.538  -0.507  -2.341
C  4.644  -0.097  -1.341
C  3.696  -0.999  -0.853
C  -2.138  -0.826  -0.343
O  -2.569  -1.883  0.093
O  -2.905  -0.080  -1.236
H  -1.358  2.324  -0.614
H  -1.591  2.928  -2.250
H  -2.995  2.769  -1.212
H  -3.176  -0.087  -3.717
H  -4.038  1.357  -3.091
H  -2.601  1.571  -4.084
H  4.509  -3.745  -2.716
H  6.224  -2.152  -3.582
H  6.276  0.200  -2.723
H  4.669  0.917  -0.931
H  3.021  -0.685  -0.054

Values from the calculation:
Strongest force on any atom, eV/Å: 4.2
Lowest unoccupied orbital energy, Ha: -0.2690
Charge: +1
Kohn-Sham gap, eV: 3.580
M, g/mol: 587.433

***

12.
This record from the OMol25 dataset describes one molecule with the formula C8H11NO. The level of theory is the ωB97M-V functional and the def2-TZVPD basis.

CARTESIAN COORDINATES (ANGSTROEM)
O  -0.056  -0.337  -3.774
N  0.117  0.443  -2.604
C  -0.132  -0.170  -1.460
C  -0.344  -1.637  -1.225
C  -0.428  -1.819  0.335
C  -0.089  -0.437  0.835
C  0.043  0.462  -0.158
C  0.412  1.847  0.345
C  0.063  1.685  1.847
C  0.127  0.166  2.192
H  0.664  -0.192  -4.445
H  -1.277  -1.966  -1.726
H  0.534  -2.151  -1.643
H  -1.499  -1.989  0.654
H  0.221  -2.617  0.765
H  -0.049  2.701  -0.148
H  1.472  1.965  0.204
H  -0.954  1.999  2.021
H  0.732  2.254  2.509
H  1.105  -0.098  2.606
H  -0.659  -0.108  2.870

Values from the calculation:
Strongest force on any atom, eV/Å: 3.1
Lowest unoccupied orbital energy, Ha: 0.0362
Kohn-Sham gap, eV: 9.263
M, g/mol: 137.182
SMILES string: O/N=C1\CCC2=C1CCC2

***

Ordered energy results: -288.917334; -269.206570; -13605.756876; -725.848610; -608.538753; -281.530685; -921.264252; -1493.518033; -451.743828; -1152.540001; -1794.024560; -441.353079; unit a.u..